FN2NiO6 | ωB97M-V/def2-TZVPD

Geometry (Å):
1 Ni -6.422 27.051 -6.871
2 N -5.364 25.614 -9.483
3 O -5.724 24.445 -9.734
4 O -4.242 25.956 -9.751
5 O -6.173 26.328 -8.896
6 N -4.591 29.433 -8.005
7 O -4.461 30.681 -8.158
8 O -3.683 28.645 -8.393
9 O -5.546 28.942 -7.364
10 F -4.455 26.286 -6.544

Computed properties:
HOMO (spin up / spin down)   -5.462 / -5.430 eV
Electronic energy   -59018.0246 eV
LUMO level (spin up / spin down)   0.606 / 0.656 eV
Expectation value of S²   2.0070
Net charge   -1
Multiplicity   3

***

CH6OSi | ωB97M-V/def2-TZVPD

Geometry (Å):
1 C -0.564 1.713 -0.234
2 O -0.217 0.142 0.062
3 Si 0.558 -1.649 0.249
4 H -1.419 1.874 0.378
5 H -0.945 1.628 -1.351
6 H 0.341 2.348 0.109
7 H 0.822 -1.836 -1.221
8 H 1.549 -1.327 1.190
9 H -0.125 -2.891 0.818

Computed properties:
HOMO   -9.184 eV
Structure (SMILES)   CO[SiH3]
Electronic energy   -11056.4419 eV
LUMO level   0.325 eV
Energy above the lowest of the compared OMol25 structures with the same formula, charge and spin   82.0 kcal/mol

***

C6H6FN2 | ωB97M-V/def2-TZVPD

Geometry (Å):
1 C 1.893 0.047 1.865
2 C -1.386 -0.129 0.379
3 C 0.961 -0.580 -1.643
4 C -0.352 -0.137 1.359
5 C -1.257 0.470 -0.916
6 C -0.128 -0.070 -1.860
7 N 2.670 -0.234 2.594
8 N 0.879 0.356 1.045
9 F -0.308 -0.980 2.434
10 H -2.221 -0.795 0.565
11 H 1.765 -1.177 -1.389
12 H -2.201 0.203 -1.390
13 H -0.899 1.550 -0.808
14 H 0.995 1.267 0.715
15 H -0.411 0.209 -2.951

Computed properties:
HOMO (spin up / spin down)   -12.397 / -15.155 eV
Electronic energy   -12002.1934 eV
LUMO level (spin up / spin down)   -5.267 / -8.479 eV
Expectation value of S²   2.0155
Net charge   +1
Multiplicity   3

***

C21H34NO2S | ωB97M-V/def2-TZVPD

Geometry (Å):
1 C -1.635 2.364 3.993
2 C -1.192 1.254 3.362
3 C -0.034 1.214 2.477
4 C -0.395 2.023 1.188
5 C 0.504 1.729 -0.012
6 C -0.008 2.328 -1.346
7 C -1.458 2.004 -1.684
8 C -1.679 0.542 -2.059
9 C -3.189 0.282 -2.354
10 C -3.829 -0.652 -1.314
11 C -4.156 0.076 -0.014
12 C -4.582 -0.907 1.091
13 C 0.259 -0.230 2.172
14 C -0.568 -1.030 1.372
15 C -0.219 -2.353 1.108
16 C 0.957 -2.845 1.661
17 N 1.771 -2.137 2.445
18 C 1.411 -0.865 2.664
19 H -2.638 2.410 4.406
20 H -1.031 3.257 4.093
21 H -1.803 0.351 3.521
22 H -0.249 3.077 1.434
23 H -1.470 1.913 0.972
24 H 1.463 2.202 0.186
25 H 0.672 0.669 -0.171
26 H 0.194 3.402 -1.378
27 H 0.596 1.879 -2.136
28 H -1.738 2.599 -2.562
29 H -2.166 2.279 -0.903
30 H -1.149 0.286 -2.976
31 H -1.411 -0.139 -1.253
32 H -3.351 -0.094 -3.365
33 H -3.715 1.237 -2.268
34 H -4.736 -1.114 -1.718
35 H -3.124 -1.467 -1.119
36 H -4.929 0.821 -0.199
37 H -3.257 0.601 0.316
38 H -5.485 -0.564 1.598
39 H -3.809 -1.024 1.848
40 H -4.806 -1.888 0.668
41 H -1.480 -0.613 0.961
42 H -0.848 -2.964 0.471
43 H 1.242 -3.874 1.448
44 H 2.066 -0.266 3.287
45 C 5.593 -1.227 -1.602
46 C 4.628 -2.293 -1.064
47 C 3.453 -1.562 -0.402
48 S 3.310 0.015 -1.244
49 O 3.626 1.064 -0.313
50 O 2.118 0.016 -2.050
51 C 4.721 -0.208 -2.330
52 H 6.344 -1.656 -2.266
53 H 6.112 -0.745 -0.771
54 H 4.264 -2.903 -1.894
55 H 5.118 -2.961 -0.356
56 H 2.516 -2.101 -0.508
57 H 3.640 -1.359 0.651
58 H 5.209 0.751 -2.491
59 H 4.351 -0.605 -3.275

Computed properties:
HOMO   -1.815 eV
Electronic energy   -38747.0904 eV
LUMO level   2.319 eV
Net charge   -1
Energy above the lowest of the compared OMol25 structures with the same formula, charge and spin   5.8 kcal/mol

***

Q: electronic energy of number 2 (CH6OSi)?
A: -11056.4419 eV

***

Q: The highest electronic energy belongs to which entry?
A: CH6OSi